Entry 1:
Density functional theory data (ωB97M-V with the def2-TZVPD basis set) for an isolated molecule of C18H17F3N2O4.

Calculated values
Multiplicity: 1
Structure (SMILES): O=C(Nc1ccc(OC(F)(F)F)cc1)Oc1ccccc1N1CCOCC1
Charge: 0
Energy relative to the best compared isomer or geometry (same formula, charge and spin) (kJ/mol): 0.0
E (eV): -38265.180
HOMO-LUMO gap (eV): 8.369

Last column: Mulliken charge in e.
Element x y z (Å)
O: 0.0640 -1.0574 -1.0249  -0.622
C: -0.0142 -1.2658 0.1529  0.737
N: 1.0081 -1.2477 1.0619  -0.035
C: 2.3535 -0.9645 0.8437  0.481
C: 3.2266 -1.0362 1.9303  -0.645
C: 4.5659 -0.7520 1.7710  -0.403
C: 5.0476 -0.3921 0.5201  0.526
O: 6.4310 -0.1226 0.4739  -0.407
C: 6.9951 0.2791 -0.6429  0.909
F: 8.2874 0.4970 -0.4172  -0.282
F: 6.4936 1.4251 -1.1398  -0.246
F: 6.9275 -0.6077 -1.6533  -0.248
C: 4.1971 -0.3190 -0.5682  -0.646
C: 2.8521 -0.6048 -0.4039  -0.691
O: -1.1537 -1.5743 0.8197  -0.563
C: -2.3428 -1.5464 0.0725  0.109
C: -3.0283 -2.7358 -0.0764  -0.472
C: -4.1878 -2.7831 -0.8302  -0.619
C: -4.6330 -1.6293 -1.4504  -0.860
C: -3.9582 -0.4356 -1.2877  -0.637
C: -2.8039 -0.3482 -0.5015  0.990
N: -2.0926 0.8241 -0.3302  0.316
C: -2.2444 1.9409 -1.2360  -1.114
C: -3.2321 2.9778 -0.6865  -0.403
O: -2.8319 3.4125 0.5960  -0.409
C: -2.7289 2.3271 1.4877  -0.713
C: -1.7189 1.2799 0.9930  -0.505
H: 0.7481 -1.4840 2.0099  0.159
H: 2.8523 -1.3156 2.9040  0.362
H: 5.2516 -0.8029 2.6003  0.455
H: 4.5506 -0.0440 -1.5487  0.364
H: 2.1854 -0.5513 -1.2478  0.542
H: -2.6287 -3.6236 0.3893  0.448
H: -4.7212 -3.7130 -0.9462  0.390
H: -5.5244 -1.6532 -2.0595  0.398
H: -4.3419 0.4494 -1.7706  0.343
H: -2.5472 1.5848 -2.2192  0.601
H: -1.2599 2.4153 -1.3272  0.371
H: -3.2537 3.8687 -1.3160  0.367
H: -4.2439 2.5467 -0.6298  0.311
H: -2.4107 2.7479 2.4431  0.367
H: -3.7141 1.8480 1.6106  0.327
H: -1.6981 0.4501 1.6973  0.337
H: -0.7228 1.7360 0.9370  0.311

---

Entry 2:
Density functional theory data (ωB97M-V with the def2-TZVPD basis set) for a structure of composition C18H17F5N5NiO2Te.

Calculated values
Multiplicity: 3
Charge: +1
Energy relative to the best compared isomer or geometry (same formula, charge and spin) (kJ/mol): 11.8
E (eV): -92407.783
HOMO-LUMO gap (alpha / beta) (eV): 8.587 / 8.602

Last column: Löwdin spin population.
Element x y z (Å)
Ni: 1.1032 -1.1500 -0.2614  1.757
C: 1.4774 -2.3357 3.8481  0.002
C: 0.7003 -2.0636 2.5955  0.005
O: 1.1140 -1.2536 1.7510  0.036
N: -0.4574 -2.7168 2.4476  0.001
C: -1.3373 -2.5404 1.2966  0.000
C: -0.9125 -3.3935 0.1264  0.003
C: -1.5620 -4.5793 -0.1660  0.002
C: -1.0942 -5.3764 -1.2000  -0.003
C: 0.0250 -4.9665 -1.9011  0.002
C: 0.6182 -3.7647 -1.5598  0.003
N: 0.1536 -2.9822 -0.5803  0.050
H: 2.3858 -1.7424 3.8489  0.000
H: 1.7429 -3.3925 3.8976  0.001
H: 0.8830 -2.0935 4.7293  0.000
H: -0.7089 -3.3989 3.1448  0.000
H: -1.3178 -1.4907 1.0115  0.000
H: -2.3480 -2.8001 1.6012  0.000
H: -2.4266 -4.8758 0.4124  0.000
H: -1.5924 -6.3043 -1.4462  0.000
H: 0.4383 -5.5599 -2.7036  0.000
H: 1.4912 -3.4184 -2.0921  0.001
F: 3.9210 -1.9808 -3.0380  0.001
Te: 3.3177 -0.7817 -1.7726  0.002
F: 3.3352 0.4739 -3.1267  0.000
F: 4.9590 -0.1019 -1.3052  0.001
F: 1.4853 -1.0357 -2.4074  0.032
F: 2.4258 0.6101 -0.7695  0.023
O: 2.9994 -1.9477 -0.4575  0.035
N: -1.4275 8.9125 1.0021  0.000
C: -1.3213 7.8058 0.7157  0.000
C: -1.1997 6.4172 0.3648  0.000
C: -2.0586 5.8592 -0.5772  0.000
C: -1.9599 4.5177 -0.8979  0.000
C: -0.9973 3.7308 -0.2829  0.000
C: -0.1237 4.2866 0.6425  0.000
C: -0.2285 5.6249 0.9700  0.000
N: -0.9057 2.3407 -0.6028  0.001
C: -1.3846 1.7221 -1.7425  0.001
C: -1.0724 0.4100 -1.6268  0.003
N: -0.4294 0.2028 -0.4217  0.034
C: -0.3311 1.3876 0.1509  0.003
H: -2.8086 6.4759 -1.0521  0.000
H: -2.6534 4.0974 -1.6118  0.000
H: 0.6601 3.6959 1.0951  0.000
H: 0.4505 6.0620 1.6884  0.000
H: -1.8702 2.2505 -2.5409  0.000
H: -1.2705 -0.3949 -2.3129  0.000
H: 0.1124 1.5582 1.1165  0.000

---

Entry 3:
Density functional theory data (ωB97M-V with the def2-TZVPD basis set) for a structure of composition C18H17F6HgN4O9S2.

Calculated values
Multiplicity: 2
Charge: -2
Energy relative to the best compared isomer or geometry (same formula, charge and spin) (kJ/mol): 0.0
E (eV): -85482.079
HOMO-LUMO gap (alpha / beta) (eV): 5.019 / 8.211

Last column: Löwdin spin population.
Element x y z (Å)
Hg: -0.3092 -0.8674 0.2848  0.004
O: -2.0738 -2.1020 -2.0223  0.000
C: -2.7121 -3.1024 -1.2578  0.000
C: -1.8982 -3.6204 -0.0800  0.000
N: -1.6609 -2.6826 1.0322  0.000
C: -2.8960 -2.0943 1.5375  0.000
C: -3.4263 -0.9410 0.6684  0.000
O: -4.6333 -0.7153 0.7244  0.000
O: -2.5615 -0.3107 -0.0289  0.000
C: -0.9038 -3.3838 2.0750  0.000
C: 0.5415 -3.7630 1.6557  0.000
O: 1.0209 -4.7373 2.2559  0.000
O: 1.0651 -3.0331 0.7790  0.001
H: -2.2806 -1.2485 -1.5948  0.000
H: -2.8648 -3.9604 -1.9198  0.000
H: -3.7036 -2.7703 -0.9341  0.000
H: -0.9191 -3.9433 -0.4366  0.000
H: -2.4264 -4.5026 0.3196  0.000
H: -2.6948 -1.6728 2.5251  0.000
H: -3.6946 -2.8369 1.6467  0.000
H: -1.4252 -4.2961 2.3881  0.000
H: -0.8234 -2.7224 2.9416  0.000
C: 2.6373 1.2326 2.9379  0.118
C: 3.7373 1.4333 2.0725  0.055
C: 3.6585 1.0284 0.7746  0.043
C: 2.4840 0.3954 0.2775  0.136
N: 1.4283 0.2208 1.1423  0.147
C: 1.5210 0.6330 2.4084  0.008
C: 2.3540 -0.0548 -1.0650  0.116
C: 3.3736 0.1079 -2.0453  0.052
C: 3.1814 -0.3358 -3.3210  0.041
C: 1.9697 -0.9607 -3.6748  0.119
C: 1.0165 -1.0946 -2.6864  0.004
N: 1.1882 -0.6692 -1.4387  0.131
H: 2.6465 1.5571 3.9682  0.008
H: 4.6384 1.9156 2.4339  0.002
H: 4.4988 1.1915 0.1156  0.002
H: 0.6340 0.4892 3.0133  -0.002
H: 4.3048 0.5899 -1.7853  0.003
H: 3.9639 -0.2008 -4.0598  0.001
H: 1.7771 -1.3197 -4.6757  0.009
H: 0.0604 -1.5633 -2.8893  -0.002
F: 1.2141 3.4339 0.8058  0.000
C: 0.3129 4.0987 1.5225  0.000
F: 0.6844 4.0481 2.8115  0.001
F: 0.3453 5.3868 1.1453  0.000
S: -1.3794 3.3861 1.3334  0.000
O: -1.1989 1.9982 1.6394  0.000
O: -2.1644 4.2021 2.2145  0.000
N: -1.7576 3.7237 -0.1517  0.000
S: -1.4932 2.8573 -1.4426  0.000
O: -0.6357 1.7197 -1.2903  0.001
O: -2.6796 2.7532 -2.2370  0.000
C: -0.4617 4.0488 -2.4046  0.000
F: 0.6813 4.3390 -1.7784  0.000
F: -0.1548 3.5135 -3.5951  0.000
F: -1.1064 5.2013 -2.6349  0.000